Formula: C29H25BCl5MoN12S2
Source: the Open Molecules 2025 dataset
Level of theory: the ωB97M-V functional and the def2-TZVPD basis

Cartesian coordinates (Å):
Mo (0.136, -0.309, 0.036)
C (2.013, 3.287, 1.319)
C (1.996, 2.100, 0.599)
N (0.944, 1.364, 0.961)
N (0.273, 2.058, 1.892)
C (0.898, 3.218, 2.134)
B (-1.048, 1.532, 2.494)
N (-2.053, 1.310, 1.345)
C (-3.354, 1.628, 1.274)
C (-3.844, 1.191, 0.057)
C (-2.755, 0.600, -0.568)
N (-1.688, 0.662, 0.230)
N (-0.736, 0.126, 3.029)
C (-0.945, -0.528, 4.181)
C (-0.567, -1.845, 4.010)
C (-0.141, -1.922, 2.689)
N (-0.244, -0.724, 2.114)
N (-1.606, 2.544, 3.448)
C (-1.605, 2.684, 4.797)
C (-2.301, 3.830, 5.106)
C (-2.685, 4.363, 3.862)
N (-2.243, 3.594, 2.900)
H (2.725, 4.084, 1.259)
H (2.656, 1.739, -0.170)
H (0.532, 3.934, 2.841)
H (-3.858, 2.158, 2.056)
H (-4.844, 1.282, -0.314)
H (-2.684, 0.154, -1.545)
H (-1.340, -0.052, 5.051)
H (-0.598, -2.623, 4.745)
H (0.193, -2.783, 2.136)
H (-1.094, 1.998, 5.442)
H (-2.501, 4.237, 6.077)
H (-3.234, 5.257, 3.641)
Cl (-0.604, 3.108, -0.858)
C (-0.154, 2.045, -2.124)
C (0.376, 0.779, -1.820)
C (0.836, 0.085, -2.951)
Cl (1.641, -1.411, -2.714)
C (0.701, 0.535, -4.271)
Cl (1.268, -0.399, -5.582)
C (0.075, 1.762, -4.517)
Cl (-0.148, 2.322, -6.115)
C (-0.331, 2.535, -3.426)
Cl (-1.051, 4.064, -3.701)
C (-0.006, -6.525, 1.476)
C (0.120, -5.705, 0.246)
C (0.600, -6.255, -0.948)
C (0.697, -5.393, -2.026)
N (0.290, -4.144, -1.955)
C (-0.202, -3.700, -0.812)
S (-0.983, -2.144, -0.794)
N (-0.249, -4.435, 0.286)
H (0.023, -7.581, 1.223)
H (-0.934, -6.291, 1.992)
H (0.819, -6.307, 2.154)
H (0.869, -7.294, -1.023)
H (1.102, -5.714, -2.977)
C (7.116, -1.304, 1.789)
C (6.039, -0.816, 0.900)
C (6.211, 0.166, -0.052)
C (5.112, 0.553, -0.841)
N (3.908, 0.028, -0.642)
C (3.746, -0.912, 0.269)
S (2.254, -1.667, 0.540)
N (4.804, -1.352, 1.022)
C (5.242, 1.564, -1.913)
H (8.085, -0.980, 1.424)
H (7.100, -2.389, 1.868)
H (6.984, -0.906, 2.797)
H (7.174, 0.623, -0.195)
H (4.631, -2.098, 1.691)
H (6.283, 1.729, -2.175)
H (4.808, 2.507, -1.580)
H (4.675, 1.251, -2.787)

Computed properties:
* strongest force on any atom: 0.05900 hartree/bohr
* 2S+1: 2
* frontier orbital gap (spin up / spin down): 4.997 / 5.754 eV
* total charge: +2